1.
ORCA calculation (ωB97M-V with the def2-TZVPD basis set) on C7H12O2 in the gas phase at a distorted geometry.

Summary:
SMILES = C=C(C(C)=O)C(C)(C)O
LUMO energy = 0.78 eV
HOMO energy = -9.57 eV
frontier orbital gap = 10.36 eV
2S+1 = 1

Element x y z (Å)
1 C -0.786 1.859 -0.481
2 C 0.011 0.808 -0.216
3 C 1.405 1.166 0.188
4 C 1.943 0.596 1.473
5 O 2.082 1.904 -0.526
6 C -0.359 -0.655 -0.355
7 C -1.335 -0.919 -1.513
8 C -0.937 -1.210 0.957
9 O 0.819 -1.412 -0.659
10 H -1.816 1.739 -0.799
11 H -0.426 2.881 -0.387
12 H 2.457 -0.347 1.275
13 H 1.139 0.442 2.197
14 H 2.648 1.310 1.910
15 H -1.452 -1.997 -1.681
16 H -2.327 -0.495 -1.329
17 H -0.949 -0.507 -2.453
18 H -0.211 -1.836 1.488
19 H -1.819 -1.836 0.774
20 H -1.261 -0.415 1.639
21 H 1.175 -1.078 -1.503

2.
ORCA calculation (ωB97M-V with the def2-TZVPD basis set) on 2 unconnected molecules or ions with the total composition C2H11N2O at a distorted geometry.

Summary:
LUMO energy = -3.14 eV
HOMO energy = -14.63 eV
frontier orbital gap = 11.49 eV
2S+1 = 1
charge = +1

Element x y z (Å)
1 C -2.198 -0.773 1.427
2 N -1.418 -1.417 0.259
3 H -2.794 -1.553 2.036
4 H -1.511 -0.075 1.988
5 H -3.229 -0.361 1.049
6 H -2.194 -1.774 -0.352
7 H -0.855 -2.286 0.515
8 H -0.407 -0.321 -0.261
9 N 0.121 0.691 -0.440
10 C 1.475 0.903 -1.182
11 O 2.346 0.792 -0.189
12 H 0.235 1.024 0.635
13 H -0.624 1.248 -0.798
14 H 1.565 0.146 -2.086
15 H 1.458 1.969 -1.380
16 H 3.010 -0.050 -0.038

3.
ORCA calculation (ωB97M-V with the def2-TZVPD basis set) on C4H8N2S in the gas phase at a distorted geometry.

Summary:
SMILES = CN[C@H]1CNC1=S
LUMO energy = 0.77 eV
HOMO energy = -8.09 eV
frontier orbital gap = 8.86 eV
2S+1 = 1

Element x y z (Å)
1 C 1.511 -1.307 -0.838
2 N 1.317 -1.030 0.612
3 C 0.585 0.247 0.903
4 C 1.164 1.458 0.174
5 N -0.056 1.453 -0.652
6 C -0.676 0.386 -0.053
7 S -2.076 -0.502 0.018
8 H 1.984 -0.353 -1.205
9 H 0.615 -1.571 -1.437
10 H 2.157 -2.095 -1.030
11 H 1.271 -1.818 1.274
12 H 0.338 0.179 1.966
13 H 2.215 1.479 -0.363
14 H 0.984 2.419 0.893
15 H -0.688 2.137 -1.224

4.
ORCA calculation (ωB97M-V with the def2-TZVPD basis set) on C3H3ClS in the gas phase at a distorted geometry.

Summary:
SMILES = C#CSCCl
LUMO energy = 0.75 eV
HOMO energy = -9.36 eV
frontier orbital gap = 10.11 eV
2S+1 = 1

Element x y z (Å)
1 C -0.874 1.868 0.953
2 C -0.823 0.693 1.168
3 S -0.592 -1.118 1.513
4 C 0.511 -1.472 0.106
5 Cl 1.727 -2.698 0.577
6 H -0.982 2.897 0.766
7 H 1.038 -0.561 -0.175
8 H -0.063 -1.876 -0.726

5.
ORCA calculation (ωB97M-V with the def2-TZVPD basis set) on a molecular structure, C19H20IN4Pd at a distorted geometry.

Summary:
LUMO energy = 2.88 eV
HOMO energy = -2.49 eV
frontier orbital gap = 5.37 eV
2S+1 = 1
charge = -1

Element x y z (Å)
1 Pd 1.330 0.622 -0.784
2 C -1.118 -1.852 0.958
3 N -0.958 -1.208 -0.317
4 C -2.107 -0.538 -0.859
5 C -2.269 0.875 -0.298
6 C -3.409 1.343 0.367
7 C -3.398 2.663 0.823
8 C -2.305 3.464 0.576
9 C -1.226 2.926 -0.096
10 N -1.206 1.674 -0.516
11 C 0.009 -1.795 -1.219
12 C 0.811 -0.895 -2.115
13 C 2.075 -1.428 -2.572
14 C 2.667 -0.921 -3.677
15 C 2.035 0.159 -4.367
16 C 0.868 0.661 -3.854
17 N 0.206 0.132 -2.797
18 C -0.426 -1.128 2.118
19 C 0.097 -1.812 3.213
20 C 0.824 -1.072 4.128
21 C 0.981 0.295 3.955
22 C 0.340 0.892 2.860
23 N -0.406 0.216 2.020
24 H -0.766 -2.895 0.921
25 H -2.184 -1.925 1.175
26 H -3.055 -1.091 -0.693
27 H -1.980 -0.434 -1.965
28 H -4.267 0.713 0.499
29 H -4.276 3.085 1.337
30 H -2.332 4.513 0.922
31 H -0.355 3.526 -0.318
32 H -0.472 -2.547 -1.887
33 H 0.709 -2.343 -0.579
34 H 2.575 -2.229 -1.994
35 H 3.625 -1.292 -4.010
36 H 2.532 0.600 -5.215
37 H 0.395 1.561 -4.277
38 H 0.042 -2.892 3.291
39 H 1.316 -1.588 4.976
40 H 1.559 0.921 4.634
41 H 0.479 1.951 2.674
42 I 3.283 -2.009 1.008
43 C 2.935 0.176 0.470
44 H 3.894 0.376 0.005
45 H 2.924 0.549 1.479

6.
ORCA calculation (ωB97M-V with the def2-TZVPD basis set) on a molecular structure, C10H16Cl2MgO8 at a distorted geometry.

Summary:
LUMO energy = -0.64 eV
HOMO energy = -2.84 eV
frontier orbital gap = 2.20 eV
2S+1 = 1
charge = -2

Element x y z (Å)
1 Mg 1.765 -0.372 0.501
2 C 0.310 4.723 -3.909
3 C 0.366 4.011 -2.628
4 O 0.870 2.911 -2.439
5 O -0.155 4.556 -1.632
6 H 0.342 3.937 -4.663
7 H 1.207 5.277 -4.187
8 H -0.556 5.378 -4.002
9 C -5.271 -0.272 2.328
10 C -4.159 0.815 2.515
11 O -4.335 1.922 3.020
12 O -2.988 0.572 2.233
13 H -5.005 -0.713 1.368
14 H -6.271 0.158 2.269
15 H -5.268 -1.007 3.133
16 C 5.246 4.204 5.147
17 C 3.888 3.703 4.614
18 O 2.877 4.272 5.051
19 O 3.761 2.874 3.709
20 H 5.289 4.477 6.202
21 H 5.563 5.111 4.632
22 H 6.011 3.441 5.008
23 C 4.458 -5.896 1.043
24 C 3.912 -4.443 0.984
25 O 4.134 -3.685 0.039
26 O 3.068 -3.973 1.745
27 H 4.288 -6.290 2.045
28 H 5.538 -5.806 0.923
29 H 4.135 -6.564 0.245
30 Cl -4.885 -4.634 -3.593
31 C -4.920 -2.923 -4.307
32 C -3.490 -2.635 -4.686
33 Cl -2.368 -2.881 -3.365
34 H -5.344 -2.228 -3.583
35 H -5.499 -3.010 -5.227
36 H -3.326 -1.639 -5.097
37 H -3.190 -3.369 -5.434

7.
ORCA calculation (ωB97M-V with the def2-TZVPD basis set) on a molecular structure, C32H32Cl6N3Na.

Summary:
LUMO energy = 3.72 eV
HOMO energy = -0.50 eV
frontier orbital gap = 4.21 eV
2S+1 = 1
charge = -2

Element x y z (Å)
1 Na 0.149 0.163 1.016
2 C -1.146 -4.091 0.245
3 C -0.505 -3.096 -0.694
4 C 0.882 -2.949 -0.710
5 C 1.722 -3.731 0.270
6 C 1.493 -2.082 -1.626
7 C 3.003 -2.014 -1.635
8 C 0.699 -1.326 -2.495
9 C 1.285 -0.313 -3.452
10 C -0.697 -1.450 -2.453
11 C -1.541 -0.615 -3.388
12 C -1.302 -2.314 -1.537
13 C -2.808 -2.366 -1.405
14 H -1.347 -3.631 1.218
15 H -0.495 -4.948 0.409
16 H -2.088 -4.463 -0.157
17 H 1.981 -4.719 -0.129
18 H 1.193 -3.864 1.211
19 H 2.646 -3.212 0.505
20 H 3.379 -1.524 -0.733
21 H 3.393 -1.466 -2.488
22 H 3.424 -3.021 -1.670
23 H 1.184 -0.645 -4.490
24 H 2.337 -0.118 -3.267
25 H 0.758 0.637 -3.356
26 H -1.697 0.386 -2.971
27 H -2.516 -1.068 -3.550
28 H -1.066 -0.505 -4.362
29 H -3.248 -3.118 -2.070
30 H -3.255 -1.403 -1.639
31 H -3.093 -2.602 -0.382
32 Cl 2.717 -1.807 3.130
33 C 1.055 -1.861 3.669
34 C 0.058 -1.550 2.750
35 C -1.222 -1.561 3.296
36 Cl -2.548 -1.119 2.248
37 C -1.520 -1.877 4.620
38 Cl -3.153 -1.888 5.210
39 C -0.478 -2.190 5.487
40 Cl -0.802 -2.574 7.143
41 C 0.829 -2.175 5.009
42 Cl 2.134 -2.534 6.095
43 Cl -4.736 5.746 -3.703
44 C -4.005 4.436 -2.774
45 C -4.223 3.112 -3.145
46 C -3.667 2.088 -2.416
47 C -2.848 2.311 -1.249
48 C -2.287 1.283 -0.523
49 C -2.670 3.703 -0.918
50 C -3.228 4.721 -1.652
51 H -4.838 2.897 -4.012
52 H -3.857 1.062 -2.721
53 H -2.496 0.248 -0.766
54 H -1.754 1.472 0.403
55 H -2.064 3.944 -0.052
56 H -3.070 5.755 -1.368
57 N -0.095 3.564 2.592
58 N -0.652 2.285 3.025
59 H -0.854 4.020 2.098
60 H 0.570 3.317 1.862
61 H -1.069 2.460 3.930
62 H 0.157 1.696 3.199
63 N 6.961 3.551 -0.575
64 C 5.961 3.090 -0.228
65 C 4.728 2.526 0.198
66 C 3.900 1.857 -0.710
67 C 2.694 1.332 -0.280
68 C 2.206 1.412 1.048
69 C 3.088 2.101 1.911
70 C 4.302 2.644 1.526
71 H 4.223 1.771 -1.743
72 H 2.078 0.827 -1.026
73 H 2.811 2.214 2.958
74 H 4.938 3.160 2.237

8.
ORCA calculation (ωB97M-V with the def2-TZVPD basis set) on C4H9PS in the gas phase at a distorted geometry.

Summary:
SMILES = C=CP(S)CC
LUMO energy = 0.77 eV
HOMO energy = -8.61 eV
frontier orbital gap = 9.39 eV
2S+1 = 1

Element x y z (Å)
1 C 0.470 2.862 -0.347
2 C 0.938 1.794 0.263
3 P -0.648 0.439 1.005
4 S -2.093 0.955 -0.417
5 C 0.036 -1.074 0.126
6 C -0.785 -2.378 0.422
7 H 0.946 3.556 -1.076
8 H -0.612 3.000 -0.383
9 H 1.836 1.262 0.442
10 H -2.796 1.736 0.576
11 H 0.128 -0.937 -1.054
12 H 1.067 -1.356 0.450
13 H -0.651 -2.755 1.343
14 H -1.851 -2.151 0.186
15 H -0.366 -3.149 -0.257

9.
ORCA calculation (ωB97M-V with the def2-TZVPD basis set) on 5 unconnected molecules or ions with the total composition C19H34N2O9S3 at a distorted geometry.

Summary:
SMILES = CCOS(C)(=O)=O.CCOS(C)(=O)=O.CCOS(C)(=O)=O.c1ccncc1.c1ccncc1
LUMO energy = 0.32 eV
HOMO energy = -9.66 eV
frontier orbital gap = 9.99 eV
2S+1 = 1

Element x y z (Å)
1 C 0.281 2.669 7.494
2 C 1.189 3.126 6.366
3 O 2.412 2.329 6.414
4 S 3.654 2.930 5.493
5 C 2.768 3.200 3.881
6 O 4.004 4.266 6.039
7 O 4.686 1.932 5.400
8 H -0.050 1.643 7.330
9 H -0.607 3.254 7.731
10 H 0.904 2.778 8.382
11 H 0.600 3.055 5.451
12 H 1.474 4.166 6.523
13 H 2.432 2.253 3.458
14 H 3.527 3.517 3.166
15 H 1.906 3.866 3.838
16 C -4.588 -3.024 -3.942
17 C -5.978 -2.909 -3.299
18 O -5.888 -2.393 -1.986
19 S -5.573 -0.737 -1.889
20 C -7.004 -0.257 -0.758
21 O -4.366 -0.589 -1.064
22 O -5.643 -0.129 -3.191
23 H -3.998 -2.108 -3.936
24 H -4.606 -3.163 -5.023
25 H -4.067 -3.816 -3.404
26 H -6.792 -2.418 -3.831
27 H -6.303 -3.949 -3.300
28 H -7.865 -0.091 -1.405
29 H -6.743 0.652 -0.215
30 H -7.162 -1.102 -0.087
31 C 4.944 -6.245 -2.746
32 C 5.840 -7.368 -2.129
33 O 5.299 -8.647 -2.599
34 S 5.535 -9.075 -4.156
35 C 7.339 -8.664 -4.358
36 O 5.559 -10.512 -4.228
37 O 4.771 -8.220 -5.120
38 H 5.036 -6.167 -3.829
39 H 5.342 -5.326 -2.316
40 H 3.889 -6.351 -2.493
41 H 6.918 -7.257 -2.244
42 H 5.692 -7.329 -1.050
43 H 7.373 -7.575 -4.386
44 H 7.499 -9.062 -5.360
45 H 7.687 -9.179 -3.463
46 C -7.354 6.674 3.190
47 C -6.162 6.421 2.594
48 C -5.187 5.551 3.122
49 N -5.382 5.020 4.343
50 C -6.531 5.418 4.974
51 C -7.568 6.137 4.389
52 H -8.136 7.343 2.862
53 H -5.986 6.921 1.653
54 H -4.318 5.221 2.573
55 H -6.404 5.215 6.027
56 H -8.531 6.226 4.870
57 C 3.205 1.922 -3.192
58 C 4.426 1.915 -3.834
59 C 4.962 3.129 -4.320
60 N 4.294 4.287 -4.157
61 C 3.131 4.239 -3.497
62 C 2.501 3.140 -3.010
63 H 2.856 0.997 -2.755
64 H 4.986 1.017 -4.052
65 H 5.820 3.012 -4.965
66 H 2.500 5.114 -3.470
67 H 1.548 3.110 -2.503

10.
ORCA calculation (ωB97M-V with the def2-TZVPD basis set) on a molecular structure, C30H26InN7O8S.

Summary:
LUMO energy = -0.73 eV
HOMO energy = -8.76 eV
frontier orbital gap = 8.02 eV
2S+1 = 1

Element x y z (Å)
1 In -0.091 -0.064 0.144
2 C 1.562 0.933 8.803
3 C 1.729 0.680 7.330
4 C 2.765 -0.132 6.870
5 C 2.943 -0.357 5.515
6 C 2.071 0.237 4.618
7 C 1.040 1.059 5.046
8 C 0.873 1.271 6.403
9 S 2.252 -0.132 2.896
10 O 2.869 1.013 2.269
11 O 2.978 -1.380 2.796
12 N 0.757 -0.279 2.285
13 C -0.114 -1.245 2.722
14 C -0.178 -1.885 3.975
15 C -1.214 -2.759 4.217
16 C -2.164 -3.025 3.232
17 C -2.012 -2.397 2.016
18 N -1.011 -1.556 1.775
19 H 1.990 0.123 9.392
20 H 0.510 1.041 9.066
21 H 2.074 1.856 9.080
22 H 3.432 -0.602 7.582
23 H 3.738 -0.989 5.143
24 H 0.369 1.503 4.319
25 H 0.058 1.896 6.748
26 H 0.557 -1.680 4.734
27 H -1.291 -3.234 5.186
28 H -2.992 -3.695 3.413
29 H -2.696 -2.555 1.190
30 C -0.159 0.529 -4.498
31 C -0.073 -0.770 -4.964
32 C 0.092 -1.805 -4.055
33 C 0.169 -1.500 -2.704
34 N 0.129 -0.241 -2.270
35 C -0.052 0.750 -3.133
36 C 0.373 -2.540 -1.668
37 C 0.078 -3.880 -1.881
38 C 0.387 -4.800 -0.894
39 C 1.016 -4.366 0.260
40 C 1.236 -3.008 0.420
41 N 0.898 -2.114 -0.509
42 H -0.311 1.356 -5.175
43 H -0.129 -0.983 -6.023
44 H 0.172 -2.828 -4.393
45 H -0.113 1.746 -2.715
46 H -0.405 -4.193 -2.795
47 H 0.145 -5.846 -1.028
48 H 1.316 -5.049 1.042
49 H 1.721 -2.626 1.306
50 N 1.902 1.138 -0.456
51 N 1.431 2.451 -0.709
52 C 0.253 2.875 -0.031
53 O 0.069 4.071 0.062
54 O -0.542 1.941 0.383
55 H 2.478 1.108 0.386
56 H 2.432 0.812 -1.251
57 H 2.137 3.170 -0.647
58 O -2.845 1.038 -2.017
59 C -2.813 0.502 -0.923
60 O -2.030 -0.498 -0.602
61 C -3.788 0.927 0.160
62 C -5.079 1.325 -0.158
63 C -5.985 1.650 0.844
64 C -5.609 1.603 2.174
65 C -4.305 1.237 2.481
66 C -3.401 0.898 1.492
67 N -3.874 1.183 3.873
68 O -2.715 0.882 4.105
69 O -4.697 1.429 4.737
70 H -5.371 1.385 -1.199
71 H -6.993 1.945 0.585
72 H -6.296 1.852 2.969
73 H -2.398 0.629 1.763

11.
ORCA calculation (ωB97M-V with the def2-TZVPD basis set) on a molecular structure, C48H30CdN10OS2 at a distorted geometry.

Summary:
LUMO energy (spin up / spin down) = -1.14 / -1.16 eV
HOMO energy (spin up / spin down) = -6.12 / -6.10 eV
frontier orbital gap (spin up / spin down) = 4.98 / 4.94 eV
2S+1 = 1

Element x y z (Å)
1 Cd -0.184 0.838 0.715
2 C 5.067 3.496 3.937
3 C 4.925 2.385 4.772
4 C 3.930 1.447 4.547
5 C 3.090 1.643 3.461
6 C 1.928 0.905 2.974
7 N 1.444 -0.176 3.583
8 C 0.292 -0.770 3.285
9 C -0.236 -1.919 4.018
10 C 0.235 -2.625 5.113
11 C -0.571 -3.627 5.629
12 C -1.807 -3.930 5.053
13 C -2.268 -3.246 3.939
14 C -1.474 -2.231 3.428
15 C -1.663 -1.264 2.346
16 N -2.689 -1.290 1.493
17 C -2.912 -0.381 0.548
18 N -2.256 0.785 0.353
19 C -2.755 1.426 -0.734
20 N -2.356 2.596 -1.216
21 C -1.249 3.239 -0.852
22 N -0.223 2.761 -0.104
23 C 0.732 3.706 0.048
24 N 1.855 3.636 0.766
25 C 2.145 2.674 1.643
26 N 1.440 1.542 1.881
27 C 3.230 2.762 2.619
28 C 4.223 3.701 2.858
29 C 0.303 4.917 -0.650
30 C 0.844 6.190 -0.742
31 C 0.121 7.153 -1.429
32 C -1.112 6.852 -2.010
33 C -1.660 5.583 -1.917
34 C -0.945 4.618 -1.225
35 C -3.863 0.636 -1.278
36 C -4.716 0.813 -2.356
37 C -5.649 -0.181 -2.612
38 C -5.741 -1.318 -1.808
39 C -4.900 -1.493 -0.719
40 C -3.955 -0.511 -0.471
41 N -0.608 -0.420 2.333
42 H 5.849 4.215 4.148
43 H 5.600 2.257 5.608
44 H 3.807 0.586 5.190
45 H 1.188 -2.373 5.559
46 H -0.246 -4.180 6.501
47 H -2.417 -4.709 5.492
48 H -3.222 -3.481 3.485
49 H 4.326 4.573 2.225
50 H 1.794 6.422 -0.278
51 H 0.514 8.158 -1.511
52 H -1.655 7.628 -2.535
53 H -2.617 5.345 -2.363
54 H -4.653 1.701 -2.970
55 H -6.332 -0.073 -3.445
56 H -6.487 -2.069 -2.035
57 H -4.959 -2.371 -0.089
58 S 0.622 1.295 -2.854
59 C 2.261 1.094 -2.815
60 N 3.040 2.000 -2.102
61 C 4.383 1.977 -2.128
62 C 5.032 1.016 -2.838
63 C 4.215 0.071 -3.501
64 N 2.911 0.101 -3.488
65 H 2.539 2.703 -1.570
66 H 4.899 2.754 -1.580
67 H 6.107 0.973 -2.892
68 H 4.659 -0.734 -4.079
69 O 0.248 -0.974 -0.484
70 S 0.748 -1.884 -1.558
71 C 0.660 -3.512 -0.779
72 C -0.111 -3.706 0.354
73 C -0.145 -4.962 0.941
74 C 0.611 -5.999 0.411
75 C 1.391 -5.789 -0.718
76 C 1.414 -4.541 -1.321
77 C -0.606 -2.217 -2.710
78 C -1.873 -2.538 -2.251
79 C -2.857 -2.868 -3.169
80 C -2.568 -2.880 -4.527
81 C -1.300 -2.537 -4.973
82 C -0.310 -2.197 -4.063
83 H -0.670 -2.882 0.779
84 H -0.746 -5.124 1.826
85 H 0.602 -6.974 0.879
86 H 2.000 -6.590 -1.117
87 H 2.014 -4.356 -2.205
88 H -2.091 -2.544 -1.191
89 H -3.848 -3.114 -2.813
90 H -3.331 -3.159 -5.241
91 H -1.080 -2.541 -6.033
92 H 0.681 -1.911 -4.388